# C4H14N2O

A 3-piece molecular cluster, C4H14N2O overall at a distorted geometry (wB97M-V/def2-TZVPD, OMol25).

Atoms and positions in Å:
H 0.70 -2.41 1.24
C 1.08 0.73 -0.45
H 3.09 1.14 0.09
H -0.66 -3.58 1.02
N -1.51 0.80 -1.03
H -1.76 1.39 -1.87
H -0.94 -1.30 -1.07
H 1.95 2.07 1.01
C 2.16 1.72 -0.06
H -2.03 -2.16 1.82
O -0.18 -2.38 -0.67
C -0.30 1.42 -0.41
H 2.39 2.61 -0.71
H -0.27 2.52 -0.80
H -1.64 -0.98 0.61
H 1.20 0.34 -1.49
H -2.28 0.85 -0.36
H 1.01 -0.04 0.28
H -0.53 1.47 0.69
C -0.30 -2.51 0.76
N -1.20 -1.70 1.40

Its total energy is -9399.4433 eV. For the HOMO energy, the calculation gives -8.8 eV. The value obtained for the gap between HOMO and LUMO is 9.56 eV. As for the energy above the lowest of the compared OMol25 structures with the same formula, charge and spin: 96.0 kcal per mole.

---

# C3H12N4O

A 2-piece molecular cluster, C3H12N4O overall at a distorted geometry (wB97M-V/def2-TZVPD, OMol25).

Atoms and positions in Å:
N 0.23 -2.16 -0.49
H 1.70 1.98 -0.71
C 0.99 -2.14 0.73
N -1.37 -1.22 -1.68
H 1.79 -1.40 0.63
H 1.13 0.35 -1.04
H 1.43 -3.13 0.87
C 0.82 1.34 -0.72
O 0.19 2.86 1.23
N -0.73 -1.35 -0.50
H 0.06 1.76 -1.38
C 0.19 1.51 0.91
H -1.07 -1.86 -2.42
H -2.35 -1.04 -1.58
H 0.96 1.04 1.53
N -1.04 0.87 1.07
H -1.77 1.36 0.55
H -0.59 3.27 0.82
H 0.38 -1.89 1.61
H -0.97 -0.16 0.57

Its total energy is -11310.6316 eV. For the HOMO energy, the calculation gives -8.2 eV. The value obtained for the gap between HOMO and LUMO is 9.06 eV. As for the energy above the lowest of the compared OMol25 structures with the same formula, charge and spin: 87.1 kcal per mole. As for the structure (SMILES): C[C@H](N)O.C/N=N/N.

---

# C2H6N2O2

A 2-piece molecular cluster, C2H6N2O2 overall at a distorted geometry (wB97M-V/def2-TZVPD, OMol25).

Atoms and positions in Å:
N 0.35 1.77 -0.27
H -0.98 -1.03 -0.72
H -0.17 -2.59 -0.24
H -1.42 -1.88 0.85
C 0.52 -1.03 0.74
O -0.38 1.36 0.62
N 0.16 2.47 -1.26
C -0.58 -1.66 0.11
O 1.46 -0.59 0.14
H 0.51 -1.07 1.80
H -0.75 2.86 -1.50
H 1.28 1.38 -0.26

Its total energy is -9242.9469 eV. For the HOMO energy, the calculation gives -10.1 eV. The value obtained for the gap between HOMO and LUMO is 10.84 eV. As for the energy above the lowest of the compared OMol25 structures with the same formula, charge and spin: 100.8 kcal per mole. As for the structure (SMILES): [H]/N=[NH+]\[O-].CC=O.

---

# C4H5LiO3Sr

C4H5LiO3Sr as an isolated structure at a distorted geometry (wB97M-V/def2-TZVPD, OMol25).

Atoms and positions in Å:
H 3.32 0.39 -0.27
H 2.55 -1.05 -1.05
C 0.21 -0.40 0.19
O 0.14 -1.60 0.36
H -3.60 -0.16 -0.52
C -2.83 0.58 -0.26
Li -1.78 -2.07 0.45
Sr 0.64 2.79 0.30
C -1.57 0.15 -0.25
O -0.71 0.84 0.64
H -2.99 1.64 -0.06
H 2.74 -0.98 0.74
O 1.31 0.28 -0.10
C 2.57 -0.40 -0.17

Its total energy is -11402.1129 eV. For the HOMO energy (alpha / beta), the calculation gives -8.6 / -11.9 eV. As for the spin multiplicity: 2. Its expectation value of S² is 0.7504. The value obtained for the gap between HOMO and LUMO (alpha / beta) is 5.19 / 8.41 eV. As for the energy above the lowest of the compared OMol25 structures with the same formula, charge and spin: 45.4 kcal per mole. As for the total charge: +1.

---

# C3H8O

C3H8O in the gas phase (wB97M-V/def2-TZVPD, OMol25).

Atoms and positions in Å:
H 2.18 -0.08 1.47
H 1.13 1.16 -0.26
H -1.44 1.17 -1.43
H 1.50 -1.44 0.55
C 1.25 -0.54 1.11
C -1.43 0.10 -1.18
H -1.73 -0.47 -2.06
H 0.66 -0.84 1.98
H -2.16 -0.07 -0.37
H -0.29 0.96 0.78
O -0.15 -0.36 -0.81
C 0.47 0.41 0.20

Its total energy is -5287.4717 eV. For the HOMO energy, the calculation gives -9.7 eV. The value obtained for the gap between HOMO and LUMO is 10.88 eV. As for the energy above the lowest of the compared OMol25 structures with the same formula, charge and spin: 15.7 kcal per mole. As for the structure (SMILES): CCOC.

---

# C7H5N3O4

C7H5N3O4 in the gas phase at a distorted geometry (wB97M-V/def2-TZVPD, OMol25).

Atoms and positions in Å:
O -3.49 2.04 -1.33
C 2.35 0.43 -0.29
H 3.24 0.59 -0.76
H 2.06 -1.25 -1.74
H 2.30 1.76 1.40
N 0.51 -2.28 0.29
N -3.57 1.14 -0.47
H -0.04 1.42 1.81
C -0.34 -0.06 0.36
C 0.52 0.93 1.08
O -1.25 -0.66 1.25
N -2.51 -0.28 1.03
H -0.10 -1.19 -1.35
C -2.52 0.50 0.01
O 0.03 -3.26 -0.16
O -1.21 0.69 -0.46
C 1.82 1.10 0.74
C 0.45 -1.05 -0.47
C 1.74 -0.59 -0.94

Its total energy is -19990.6561 eV. For the HOMO energy, the calculation gives -9.1 eV. The value obtained for the gap between HOMO and LUMO is 7.17 eV. As for the energy above the lowest of the compared OMol25 structures with the same formula, charge and spin: 90.8 kcal per mole. As for the structure (SMILES): O=NC1=NO[C@]2(C=CC=C[C@H]2N=O)O1.

---

# CH2Cl4Si

A 2-piece molecular cluster, CH2Cl4Si overall at a distorted geometry (wB97M-V/def2-TZVPD, OMol25).

Atoms and positions in Å:
C 0.64 -0.60 -1.55
Cl -1.43 1.79 -0.17
Cl 1.37 0.31 2.47
H 0.43 -1.62 -1.89
Si -0.64 0.11 -0.53
Cl -1.58 -1.16 0.76
H 1.54 -0.17 -2.03
Cl -0.32 1.33 2.95

Its total energy is -59036.1921 eV. For the HOMO energy (alpha / beta), the calculation gives -8.2 / -8.2 eV. The value obtained for the gap between HOMO and LUMO (alpha / beta) is 6.71 / 6.71 eV. As for the energy above the lowest of the compared OMol25 structures with the same formula, charge and spin: 123.7 kcal per mole. As for the structure (SMILES): C=[Si](Cl)Cl.ClCl.

---

# C16H42BF4N2O6

A 9-piece molecular cluster, C16H42BF4N2O6 overall at a distorted geometry (wB97M-V/def2-TZVPD, OMol25).

Atoms and positions in Å:
C 49.04 43.70 97.43
C 50.92 42.45 91.56
F 51.85 43.14 95.82
H 53.21 43.91 99.75
H 48.95 43.24 91.75
O 49.10 43.41 96.04
H 56.64 45.85 95.99
H 50.58 37.85 95.45
H 50.11 43.21 95.92
O 50.22 44.59 92.46
H 54.58 43.04 100.22
C 54.16 44.16 100.03
O 55.15 40.35 94.15
H 50.67 48.66 96.86
H 50.92 42.78 90.62
C 51.51 38.42 95.42
H 49.59 44.60 97.70
H 56.39 40.21 92.04
F 53.70 44.28 94.82
H 54.25 41.50 92.52
H 47.32 43.77 98.90
H 51.93 42.73 91.86
H 50.75 40.24 96.12
H 53.93 47.30 92.72
C 55.24 41.39 93.19
C 56.45 41.21 92.36
H 50.46 41.35 91.51
O 52.52 40.53 95.10
H 54.29 46.52 94.36
H 53.57 46.13 97.91
H 52.30 37.98 94.65
H 54.19 40.50 94.59
F 52.69 45.14 96.68
H 50.68 40.33 94.33
H 59.07 45.42 96.02
C 57.08 44.98 95.50
H 57.18 45.29 94.38
C 58.41 44.57 96.15
H 55.05 42.29 93.78
H 55.41 44.00 94.93
C 54.56 46.74 93.18
H 54.34 45.66 92.77
B 52.52 44.45 95.42
C 51.32 39.95 95.11
H 54.01 44.75 100.96
H 52.01 38.20 96.42
H 50.56 44.89 93.28
F 51.70 45.12 94.76
C 49.93 43.20 92.34
H 58.08 44.34 97.24
C 50.22 47.59 96.93
H 46.63 43.15 97.26
H 58.67 43.81 95.58
C 48.73 47.78 97.04
H 47.31 44.95 97.51
C 56.00 47.22 93.02
C 47.41 43.85 97.80
O 56.18 43.98 95.43
C 54.92 45.08 99.01
H 49.61 42.78 97.96
O 54.03 46.19 98.70
H 54.91 44.37 98.14
N 47.61 47.86 97.24
H 55.96 45.24 99.33
H 50.63 47.12 97.74
H 50.42 47.26 95.85
H 49.80 42.91 93.46
N 57.06 47.56 92.99
H 56.83 41.77 91.50
H 52.31 41.53 95.22
H 57.36 41.04 93.05

Its total energy is -44085.4700 eV. For the HOMO energy, the calculation gives -6.9 eV. The value obtained for the gap between HOMO and LUMO is 9.46 eV. As for the energy above the lowest of the compared OMol25 structures with the same formula, charge and spin: 0.0 kcal per mole. As for the total charge: -1.